Entry 1:
48
Properties=species:S:1:pos:R:3:lowdin_charge:R:1 method="wB97M-V/def2-TZVPD" e_lumo_ev=0.2 orbital_gap_ev=10.38 smiles=BrCCBr.BrCCBr.BrCCBr.BrCCBr.BrCCBr.BrCCBr homo_ev=-10.169
Br 3.82 6.88 0.76 0.5616
C 3.38 6.09 -1.01 -0.6470
C 2.55 4.85 -0.90 -0.6873
Br 3.46 3.29 -0.17 0.6664
H 4.34 5.92 -1.50 0.0521
H 2.89 6.92 -1.51 0.0520
H 2.10 4.60 -1.86 0.0689
H 1.70 4.94 -0.22 0.0461
Br -5.60 0.20 1.30 0.6213
C -4.95 1.72 0.26 -0.7094
C -3.42 1.70 0.30 -0.7072
Br -2.82 3.30 -0.71 0.5657
H -5.37 2.59 0.75 0.0463
H -5.24 1.70 -0.79 0.0550
H -3.10 0.86 -0.29 0.0246
H -3.10 1.81 1.33 0.0466
Br -0.84 -3.76 -4.50 0.6240
C 0.68 -2.58 -4.13 -0.6812
C 0.09 -1.17 -4.13 -0.6705
Br 1.54 0.18 -4.41 0.6126
H 1.47 -2.65 -4.87 0.0502
H 1.17 -2.83 -3.19 0.0474
H -0.46 -0.87 -3.25 0.0259
H -0.58 -1.07 -4.98 0.0314
Br -4.51 -5.29 0.96 0.6072
C -3.70 -3.69 0.13 -0.6663
C -2.17 -3.90 0.20 -0.6535
Br -1.25 -2.29 -0.47 0.6695
H -4.04 -2.80 0.63 0.0245
H -4.04 -3.68 -0.90 0.0526
H -1.97 -4.76 -0.43 0.0526
H -1.89 -4.07 1.23 0.0469
Br 3.51 -1.44 -0.78 0.6099
C 2.10 -0.06 -0.88 -0.7359
C 1.36 -0.04 0.40 -0.7192
Br -0.03 1.37 0.31 0.6221
H 1.38 -0.24 -1.67 -0.0138
H 2.58 0.90 -1.04 -0.0311
H 1.93 0.15 1.31 0.0443
H 0.88 -0.97 0.69 -0.0155
Br 0.93 0.23 6.05 0.6124
C 1.46 -1.00 4.62 -0.7493
C 2.60 -1.96 5.00 -0.6563
Br 2.81 -3.08 3.42 0.6277
H 1.76 -0.38 3.78 0.0273
H 0.68 -1.60 4.16 0.0394
H 2.36 -2.63 5.81 0.0515
H 3.52 -1.40 5.16 0.0570

=====

Entry 2:
72
Properties=species:S:1:pos:R:3:lowdin_charge:R:1 method="wB97M-V/def2-TZVPD" e_lumo_ev=0.5 orbital_gap_ev=4.44 charge=-2 homo_ev=-3.959
O 18.11 13.85 -9.01 -0.2730
V 18.07 13.28 -10.53 1.2348
O 18.65 14.35 -11.56 -0.2474
C 12.28 12.81 -5.11 -0.0126
C 12.41 14.37 -5.24 -0.2599
C 13.82 14.99 -5.23 -0.2185
O 13.92 16.37 -5.29 -0.1699
C 15.24 16.88 -5.23 -0.0707
N 11.63 14.85 -6.50 0.2455
H 10.72 14.42 -6.60 0.1636
H 11.53 15.85 -6.50 0.1607
H 12.15 14.65 -7.33 0.1667
H 12.38 12.41 -6.12 0.0920
H 11.26 12.55 -4.83 0.0797
H 12.98 12.30 -4.45 0.0995
H 11.83 14.69 -4.38 0.1372
H 14.22 14.50 -6.12 0.1412
H 14.40 14.49 -4.46 0.1431
H 15.10 17.96 -5.16 0.0938
H 15.76 16.62 -6.15 0.1053
H 15.81 16.65 -4.33 0.0949
C 18.99 17.68 -18.98 -0.0564
C 19.59 16.59 -18.12 -0.2578
C 21.04 16.80 -17.62 -0.1564
O 21.38 15.72 -16.71 -0.1742
C 22.53 15.99 -15.94 -0.1056
N 18.66 16.40 -16.84 0.2677
H 17.68 16.60 -16.96 0.1640
H 18.80 15.42 -16.66 0.1642
H 18.95 16.95 -16.04 0.1694
H 18.83 18.63 -18.49 0.0923
H 17.98 17.38 -19.27 0.0849
H 19.55 17.82 -19.91 0.0934
H 19.57 15.70 -18.76 0.1527
H 21.00 17.75 -17.09 0.1340
H 21.72 16.84 -18.47 0.1371
H 23.44 16.04 -16.54 0.0847
H 22.72 15.08 -15.37 0.1025
H 22.57 16.85 -15.26 0.1016
C 18.57 8.94 -15.90 -0.7269
F 19.75 9.40 -15.64 0.1413
F 18.44 8.66 -17.18 0.1326
F 18.51 7.76 -15.31 0.1217
S 17.31 10.22 -15.17 0.4969
O 17.71 10.55 -13.78 -0.3760
O 17.43 11.40 -16.07 -0.4184
O 16.00 9.59 -15.24 -0.3562
C 18.42 19.89 -10.24 -0.6684
F 18.23 18.56 -10.06 0.1098
F 17.26 20.48 -10.47 0.1279
F 19.00 20.51 -9.19 0.0970
S 19.53 20.18 -11.69 0.4508
O 18.89 19.56 -12.87 -0.3967
O 19.57 21.62 -11.88 -0.3584
O 20.85 19.61 -11.38 -0.3601
C 17.31 9.48 -5.80 -0.6982
F 18.09 8.49 -5.26 0.0831
F 16.52 10.05 -4.96 0.1468
F 18.21 10.31 -6.21 0.1313
S 16.43 8.82 -7.44 0.5005
O 15.08 8.35 -7.03 -0.4066
O 16.41 9.89 -8.47 -0.3895
O 17.35 7.76 -7.83 -0.3538
C 24.28 10.46 -10.53 -0.7019
F 23.99 9.30 -11.14 0.1069
F 25.42 10.31 -9.90 0.1298
F 24.48 11.39 -11.42 0.1290
S 22.82 11.06 -9.34 0.5023
O 22.55 9.89 -8.46 -0.3838
O 23.41 12.18 -8.59 -0.3748
O 21.69 11.40 -10.21 -0.3824
Br 13.84 13.98 -11.57 -0.7598

=====

Entry 3:
45
Properties=species:S:1:pos:R:3:lowdin_spin:R:1 method="wB97M-V/def2-TZVPD" e_lumo_ev="-7.1 / -7.1" orbital_gap_ev="6.51 / 6.52" charge=+2 homo_ev="-13.652 / -13.654" multiplicity=2
C 2.00 2.18 -0.89 0.0001
C 1.51 0.84 -1.35 0.0008
H 1.45 2.97 -1.42 0.0001
H 3.07 2.33 -1.08 0.0000
H 1.82 2.30 0.19 0.0000
O 0.29 0.59 -1.05 -0.0015
I 0.84 -2.32 -0.75 -0.0031
Ce -1.75 0.05 0.39 1.0174
P 2.65 -0.18 -2.38 0.0000
C 1.77 -1.01 -3.72 0.0000
C 3.79 0.96 -3.24 0.0000
H 3.91 -0.38 -0.31 0.0000
H 4.75 -1.17 -1.69 0.0000
H 3.37 -1.98 -0.88 -0.0001
C 3.77 -1.00 -1.21 0.0000
H 4.56 1.35 -2.55 0.0000
H 4.30 0.39 -4.04 0.0000
H 2.51 -1.34 -4.47 0.0000
H 1.07 -0.32 -4.19 0.0000
H 3.25 1.80 -3.70 0.0000
H 1.22 -1.89 -3.36 0.0000
C -2.51 -1.20 -1.76 -0.0003
O -2.75 -1.66 -2.78 0.0015
Cl -0.21 0.30 2.44 -0.0095
C -2.96 2.54 3.16 0.0001
N -3.67 1.38 3.70 -0.0003
C -4.16 1.43 5.07 0.0000
C -5.12 0.29 5.24 0.0000
C -4.45 -1.02 4.91 0.0000
N -3.95 -0.92 3.55 -0.0003
C -3.54 -2.14 2.87 0.0000
C -3.69 0.26 2.99 0.0001
O -3.37 0.30 1.72 -0.0049
H -3.38 2.83 2.18 0.0000
H -1.88 2.32 3.04 0.0001
H -3.08 3.38 3.86 0.0000
H -3.33 1.37 5.79 0.0000
H -4.66 2.39 5.21 0.0000
H -5.99 0.44 4.59 0.0000
H -5.49 0.26 6.27 0.0000
H -5.17 -1.83 4.93 0.0000
H -3.65 -1.25 5.62 0.0000
H -2.43 -2.20 2.79 0.0000
H -3.90 -2.99 3.46 0.0000
H -3.97 -2.21 1.86 0.0000

=====

Entry 4:
48
Properties=species:S:1:pos:R:3:lowdin_spin:R:1 method="wB97M-V/def2-TZVPD" e_lumo_ev="2.3 / 2.3" orbital_gap_ev="1.78 / 10.65" charge=-1 homo_ev="0.514 / -8.381" multiplicity=2
Cl -4.27 0.48 1.65 0.0758
C -4.52 -0.52 0.19 0.0435
C -3.45 -0.39 -0.85 0.0373
Cl -3.94 -1.18 -2.42 0.0424
H -5.39 -0.05 -0.27 0.0056
H -4.73 -1.53 0.53 0.0082
H -2.54 -0.87 -0.48 0.0066
H -3.12 0.64 -0.98 0.0248
Cl 0.40 -1.66 -1.21 0.0186
C 0.31 0.06 -0.98 0.0465
C 1.63 0.70 -1.46 0.0416
Cl 1.59 2.46 -1.47 0.0423
H 0.00 0.24 0.05 0.0223
H -0.48 0.49 -1.60 0.0131
H 1.76 0.39 -2.49 0.0071
H 2.52 0.34 -0.96 0.0048
Cl 0.06 6.67 -1.29 0.0297
C 0.20 6.54 0.51 0.0430
C 1.38 5.69 0.89 0.0553
Cl 2.95 6.38 0.43 0.0207
H -0.65 5.93 0.81 0.0315
H 0.25 7.55 0.92 0.0033
H 1.38 4.71 0.42 0.0133
H 1.41 5.40 1.94 0.0228
Cl 5.14 -0.36 -0.55 0.0529
C 6.08 0.32 -1.92 0.0238
C 6.91 -0.74 -2.61 0.0138
Cl 5.91 -2.13 -3.09 0.0104
H 6.57 1.23 -1.59 0.0060
H 5.46 0.73 -2.72 0.0066
H 7.74 -1.13 -2.02 0.0013
H 7.38 -0.39 -3.53 0.0025
Cl -3.01 -0.64 6.23 0.0136
C -2.31 -0.37 4.59 0.0248
C -1.68 -1.58 4.04 0.0267
Cl -0.99 -1.07 2.46 0.0910
H -1.41 0.21 4.76 0.0100
H -3.03 0.11 3.93 0.0029
H -2.37 -2.41 3.89 0.0053
H -0.89 -1.95 4.68 0.0048
Cl -2.97 -6.30 -2.16 0.0017
C -2.73 -4.65 -1.71 0.0076
C -1.74 -4.62 -0.52 0.0115
Cl -2.51 -5.63 0.89 0.0118
H -3.68 -4.19 -1.44 0.0020
H -2.23 -4.23 -2.58 0.0021
H -1.62 -3.60 -0.16 0.0051
H -0.79 -5.07 -0.78 0.0017

=====

Entry 5:
50
Properties=species:S:1:pos:R:3:lowdin_charge:R:1 method="wB97M-V/def2-TZVPD" e_lumo_ev=-12.3 orbital_gap_ev=7.33 charge=+3 homo_ev=-19.630
Hf -0.28 0.07 0.12 2.1061
Cl 0.12 -2.39 -0.70 0.1571
C 0.42 -1.29 -4.04 0.0176
O -0.47 -0.18 -4.32 0.0646
C -1.14 0.36 -3.36 -0.5965
O -0.87 0.24 -2.14 -0.1150
O -2.21 0.96 -3.71 0.0832
C -2.69 0.89 -5.07 0.0541
H -0.14 -2.18 -3.77 0.0912
H 1.12 -1.03 -3.25 0.0777
H 1.04 -1.43 -4.92 0.1212
H -2.83 -0.14 -5.39 0.1162
H -2.02 1.52 -5.66 0.1207
H -3.69 1.29 -5.22 0.1175
C 3.73 -2.42 0.18 0.0082
O 3.50 -2.11 1.56 0.0667
C 2.55 -1.31 1.93 -0.5852
O 1.68 -0.86 1.16 -0.1408
O 2.61 -0.99 3.17 0.0451
C 3.64 -1.47 4.08 0.0517
H 2.95 -3.01 -0.30 0.0737
H 4.66 -2.95 0.05 0.1187
H 3.76 -1.51 -0.42 0.1048
H 3.37 -1.21 5.10 0.1123
H 4.63 -1.13 3.81 0.1161
H 3.49 -2.55 4.11 0.1173
C -0.21 3.88 2.69 0.0520
O 1.15 3.37 2.74 0.0787
C 1.50 2.33 2.08 -0.5634
O 0.71 1.69 1.33 -0.1078
O 2.67 1.89 2.32 0.0732
C 3.48 2.48 3.38 0.0750
H -0.47 4.10 1.65 0.1080
H -0.21 4.85 3.17 0.1233
H -0.88 3.16 3.14 0.1107
H 4.48 2.09 3.22 0.1154
H 3.10 2.15 4.34 0.1216
H 3.57 3.55 3.27 0.1186
C -3.22 -2.43 -2.27 0.0435
O -4.08 -1.47 -1.60 0.0976
C -3.71 -0.85 -0.54 -0.5736
O -2.53 -0.73 -0.16 -0.1107
O -4.72 -0.29 0.01 0.1007
C -4.63 0.58 1.14 0.0276
H -3.80 -2.86 -3.07 0.1234
H -2.86 -3.07 -1.47 0.1038
H -2.33 -2.00 -2.73 0.0649
H -5.25 0.23 1.96 0.1208
H -5.07 1.54 0.88 0.1189
H -3.61 0.62 1.51 0.0736

=====

Number 1: largest force on an atom 2.04 eV/A. Number 2: largest force on an atom 4.50 eV/A. Number 3: largest force on an atom 5.74 eV/A. Number 4: largest force on an atom 1.84 eV/A. Number 5: largest force on an atom 5.11 eV/A.